The following is a DFT calculation (the ωB97M-V functional and the def2-TZVPD basis) of the ion C3HBrCl3O2 with charge -1.

Each line ends with the natural charge from an NBO analysis.
Geometry (Å):
C  -1.602  -0.058  0.402  0.7776
C  0.926  0.687  -0.222  -0.3220
C  -0.105  -0.741  -0.003  -0.2178
O  -2.274  0.345  -0.522  -0.7186
O  -1.604  0.137  1.568  -0.7117
Cl  0.450  1.614  -1.580  0.0545
Cl  -0.083  -1.634  -1.501  -0.0327
Cl  0.570  -1.737  1.286  -0.0231
Br  2.901  0.250  -0.274  -0.0598
H  0.822  1.137  0.845  0.2534

Summary:
- Energy above the lowest of the compared OMol25 structures with the same formula, charge and spin: 0.000 eV
- Kohn-Sham gap: 7.93 eV
- Highest occupied orbital energy: -4.99 eV
- SMILES: O=C([O-])C(Cl)(Cl)[C@H](Cl)Br
- LUMO: 2.94 eV
- Total charge: -1



The following is a DFT calculation (the ωB97M-V functional and the def2-TZVPD basis) of a cluster of 2 separate species, C4H5BrN2O2S in total.

Each line ends with the natural charge from an NBO analysis.
Geometry (Å):
C  0.072  0.158  -0.275  0.1757
C  1.158  0.384  0.687  0.0653
C  -1.289  -0.110  0.019  -0.6435
C  -0.239  -0.863  -2.249  -0.1621
N  0.448  -0.087  -1.544  -0.3790
N  0.935  0.424  1.941  -0.5874
O  -2.795  -1.488  -1.794  -0.9216
O  -1.205  -2.888  -0.590  -0.8916
S  -1.522  -1.617  -1.157  2.0658
Br  2.035  -3.218  -3.728  -0.0214
H  2.089  0.533  0.299  0.1744
H  -1.629  -0.224  0.945  0.2619
H  -1.954  0.568  -0.408  0.2550
H  -0.135  -1.208  -3.331  0.2542
H  1.718  0.637  2.568  0.3542

Summary:
- Energy above the lowest of the compared OMol25 structures with the same formula, charge and spin: 4.144 eV
- Kohn-Sham gap (spin up / spin down): 8.71 / 4.65 eV
- Highest occupied orbital energy (spin up / spin down): -10.54 / -8.54 eV
- LUMO (spin up / spin down): -1.83 / -3.89 eV
- Total charge: 0



The following is a DFT calculation (the ωB97M-V functional and the def2-TZVPD basis) of a structure of composition C38H21Br4IrN4O8S3.

Each line ends with the Löwdin spin population.
Geometry (Å):
Ir  0.241  0.426  0.817  0.0810
O  4.484  -3.756  1.918  0.0002
C  3.508  -2.851  1.664  0.0003
C  2.354  -2.771  2.438  -0.0002
C  1.425  -1.806  2.121  0.0001
N  1.627  -0.981  1.100  0.0012
C  2.731  -1.033  0.359  0.0007
C  3.701  -1.977  0.602  0.0000
C  2.749  0.038  -0.709  0.0000
O  3.633  0.054  -1.542  0.0003
O  1.786  0.891  -0.570  0.0087
C  0.143  -1.564  2.867  -0.0002
O  -0.175  -2.299  3.776  -0.0002
O  -0.541  -0.560  2.418  0.0035
H  4.245  -4.277  2.691  0.0000
H  2.162  -3.426  3.279  0.0000
H  4.596  -2.005  -0.002  0.0001
Br  -5.638  4.389  0.094  0.0209
C  -3.985  3.595  -0.363  0.0905
C  -3.438  3.772  -1.640  0.0463
Br  -4.357  4.799  -2.935  0.0067
C  -2.233  3.155  -1.983  0.0711
Br  -1.448  3.323  -3.692  0.0124
C  -1.565  2.314  -1.072  0.0619
O  -0.545  1.584  -1.351  0.2807
C  -2.104  2.197  0.269  0.0874
O  -1.364  1.601  1.182  0.1957
C  -3.316  2.815  0.582  0.0280
Br  -3.953  2.581  2.342  0.0014
O  1.108  1.581  2.211  0.0002
C  2.223  2.405  2.180  -0.0001
C  3.543  1.614  2.178  0.0000
C  3.852  0.697  3.143  0.0000
C  5.129  0.105  2.968  0.0000
C  5.769  0.579  1.861  0.0000
S  4.829  1.743  1.043  0.0000
C  2.150  3.456  1.080  0.0003
C  3.124  4.245  0.541  -0.0003
C  2.614  5.209  -0.373  -0.0004
C  1.259  5.146  -0.481  -0.0004
S  0.600  3.934  0.522  0.0007
C  2.134  3.151  3.522  0.0000
C  1.054  3.193  4.346  0.0001
C  1.272  4.010  5.496  0.0000
C  2.511  4.568  5.515  0.0000
S  3.424  4.112  4.136  0.0000
H  3.174  0.478  3.960  0.0000
H  5.551  -0.637  3.634  0.0000
H  6.743  0.302  1.485  0.0000
H  4.172  4.174  0.797  0.0000
H  3.232  5.904  -0.926  0.0000
H  0.612  5.731  -1.117  0.0000
H  0.148  2.647  4.124  0.0000
H  0.537  4.163  6.274  0.0000
H  2.942  5.214  6.265  0.0000
N  -2.850  -3.524  -4.301  0.0000
C  -3.793  -4.392  -4.803  0.0000
C  -4.032  -4.892  -6.080  0.0000
C  -5.092  -5.768  -6.213  -0.0001
C  -5.889  -6.131  -5.115  0.0000
C  -5.647  -5.627  -3.853  0.0000
C  -4.581  -4.740  -3.698  0.0000
N  -4.127  -4.091  -2.564  -0.0002
C  -3.106  -3.384  -2.959  0.0000
C  -2.299  -2.523  -2.083  -0.0003
C  -1.085  -1.982  -2.493  0.0010
C  -0.386  -1.158  -1.638  0.0000
N  -0.833  -0.883  -0.403  0.0011
C  -1.989  -1.423  0.015  -0.0011
C  -2.752  -2.237  -0.804  0.0012
H  -2.148  -3.034  -4.825  0.0000
H  -3.420  -4.613  -6.928  0.0000
H  -5.316  -6.183  -7.187  0.0000
H  -6.710  -6.819  -5.267  0.0000
H  -6.258  -5.900  -3.002  0.0000
H  -0.661  -2.178  -3.469  0.0000
H  0.543  -0.681  -1.930  0.0001
H  -2.303  -1.156  1.016  -0.0001
H  -3.693  -2.637  -0.459  0.0001

Summary:
- Energy above the lowest of the compared OMol25 structures with the same formula, charge and spin: 1.336 eV
- Kohn-Sham gap (spin up / spin down): 6.55 / 5.66 eV
- Highest occupied orbital energy (spin up / spin down): -5.15 / -5.11 eV
- Multiplicity: 2
- LUMO (spin up / spin down): 1.40 / 0.55 eV
- Total charge: -1



The following is a DFT calculation (the ωB97M-V functional and the def2-TZVPD basis) of an isolated molecule of C22H18F4N4OS.

Each line ends with the natural charge from an NBO analysis.
Geometry (Å):
O  -0.530  3.701  1.320  -0.5555
F  1.785  -6.538  -2.613  -0.3213
F  4.399  -0.417  4.075  -0.3214
F  3.026  -1.985  3.954  -0.3320
F  2.809  -0.691  5.697  -0.3137
N  -1.834  -1.331  -1.394  -0.2366
N  -2.145  -0.047  -0.945  -0.3220
S  0.360  -0.249  -0.629  0.3332
C  -0.423  2.509  1.018  0.6694
C  -0.579  -1.623  -1.235  0.0643
C  -1.155  0.654  -0.458  0.2250
C  1.795  -2.881  0.311  -0.3360
C  2.773  -3.795  0.665  -0.0112
C  0.152  -4.845  -3.054  -0.2862
C  1.830  2.066  2.123  -0.1569
C  0.005  0.631  2.581  -0.1187
C  -0.453  -3.624  -2.723  -0.1551
C  2.657  1.318  2.979  -0.1870
C  0.790  -0.157  3.394  -0.2077
C  1.233  -5.329  -2.319  0.3891
C  0.467  1.729  1.880  -0.1452
C  0.006  -2.881  -1.613  -0.1362
C  1.108  -3.367  -0.875  0.0092
C  1.685  -4.582  -1.229  0.0464
C  2.160  0.165  3.563  -0.1308
N  2.659  -4.839  -0.258  -0.5278
N  -1.363  1.883  0.146  -0.4636
C  3.107  -0.704  4.368  0.9745
C  -3.089  4.996  -3.258  -0.6023
C  -2.576  2.676  -0.197  -0.2123
C  -3.477  4.258  -2.003  -0.3902
C  -2.335  3.372  -1.516  -0.4013
H  1.591  -1.945  0.855  0.2365
H  3.498  -3.655  1.451  0.2372
H  -0.193  -5.361  -3.935  0.2334
H  2.233  2.928  1.604  0.2287
H  -1.048  0.338  2.430  0.2180
H  -1.289  -3.311  -3.312  0.2331
H  3.707  1.578  3.096  0.2390
H  0.407  -1.043  3.806  0.2307
H  3.205  -5.719  -0.265  0.4231
H  -2.450  4.392  -3.894  0.2037
H  -4.030  5.230  -3.768  0.2107
H  -2.563  5.902  -2.991  0.2072
H  -3.446  2.002  -0.303  0.2311
H  -2.835  3.415  0.562  0.2325
H  -3.725  4.951  -1.188  0.1958
H  -4.348  3.627  -2.184  0.1957
H  -2.134  2.652  -2.305  0.2011
H  -1.427  3.949  -1.414  0.2025

Summary:
- Energy above the lowest of the compared OMol25 structures with the same formula, charge and spin: 0.000 eV
- Kohn-Sham gap: 7.95 eV
- Highest occupied orbital energy: -8.17 eV
- SMILES: CCCCN(C(=O)c1ccc(C(F)(F)F)cc1)c1nnc(-c2ccc(F)c3[nH]ccc23)s1
- LUMO: -0.22 eV
- Total charge: 0



The following is a DFT calculation (the ωB97M-V functional and the def2-TZVPD basis) of a cluster of 2 separate species, C5H13N2O2S in total.

Each line ends with the natural charge from an NBO analysis.
Geometry (Å):
C  -0.747  -1.867  1.616  -0.5976
C  1.632  -0.828  -0.774  -0.4179
C  1.168  1.046  0.722  -0.4318
C  -1.299  -0.538  1.060  -0.5167
C  -0.682  -0.260  -0.250  0.3697
N  -1.821  1.379  -0.973  -0.8940
N  0.668  0.229  -0.397  -0.4783
O  -1.817  3.261  -2.691  -0.7632
O  0.241  1.882  -2.314  -0.9007
S  -1.170  2.192  -2.040  2.2491
H  0.287  -1.774  1.936  0.2059
H  -0.820  -2.662  0.880  0.2218
H  -1.337  -2.152  2.480  0.2586
H  1.246  -1.415  -1.603  0.2397
H  2.564  -0.363  -1.087  0.2492
H  1.832  -1.486  0.070  0.2329
H  1.370  0.429  1.595  0.2319
H  2.094  1.533  0.424  0.2489
H  0.437  1.809  0.981  0.2449
H  -1.137  0.260  1.780  0.2450
H  -2.373  -0.651  0.899  0.2769
H  -0.965  -0.925  -1.058  0.2304
H  0.630  0.900  -1.256  0.4951

Summary:
- Energy above the lowest of the compared OMol25 structures with the same formula, charge and spin: 2.247 eV
- Kohn-Sham gap: 9.75 eV
- Highest occupied orbital energy: -14.71 eV
- LUMO: -4.95 eV
- Total charge: +1



The following is a DFT calculation (the ωB97M-V functional and the def2-TZVPD basis) of an isolated molecule of C4H7BrN2.

Each line ends with the natural charge from an NBO analysis.
Geometry (Å):
C  -1.440  -1.420  0.028  0.4141
C  0.025  -0.077  -1.457  -0.6207
C  0.796  -1.112  1.094  -0.5519
C  -0.044  -1.122  -0.360  -0.3026
N  -2.301  -1.927  0.769  -0.2092
N  -2.804  -1.130  -0.318  -0.2991
Br  -3.408  0.733  0.017  -0.0141
H  0.127  0.937  -1.064  0.2240
H  -0.934  -0.049  -1.957  0.2359
H  0.711  -0.188  -2.295  0.2287
H  1.065  -0.225  1.420  0.2087
H  1.530  -1.817  1.028  0.2088
H  0.070  -1.404  1.861  0.2196
H  0.378  -2.039  -0.798  0.2580

Summary:
- Energy above the lowest of the compared OMol25 structures with the same formula, charge and spin: 3.155 eV
- Kohn-Sham gap: 9.54 eV
- Highest occupied orbital energy: -9.22 eV
- SMILES: CC(C)C1=NN1Br
- LUMO: 0.32 eV
- Total charge: 0



The following is a DFT calculation (the ωB97M-V functional and the def2-TZVPD basis) of the ion C6H11O3PS2 with charge -2.

Each line ends with the natural charge from an NBO analysis.
Geometry (Å):
C  2.057  0.080  -0.543  -0.4167
C  2.067  1.460  0.072  -0.5413
C  0.787  -0.668  -0.395  -0.3707
C  -1.593  0.361  0.171  -0.2856
C  0.822  -2.061  -0.888  -0.5892
C  -1.203  1.174  1.311  -0.7045
O  -3.767  -0.949  -1.124  -1.1526
O  -1.919  -1.057  0.717  -0.8810
O  -4.169  0.398  1.025  -1.1677
P  -3.299  -0.232  0.066  2.3572
S  0.899  2.575  -0.603  -0.6364
S  -0.580  0.115  -1.264  0.2628
H  2.318  0.181  -1.614  0.1842
H  2.842  -0.546  -0.083  0.1625
H  1.903  1.299  1.270  0.1405
H  3.135  1.826  -0.120  0.1667
H  0.579  -0.803  0.635  0.2126
H  1.761  -2.492  -0.689  0.1641
H  0.775  -2.079  -1.969  0.1873
H  0.052  -2.727  -0.545  0.2239
H  -0.501  0.597  1.874  0.1929
H  -2.103  1.449  1.831  0.2260
H  -0.862  2.097  0.866  0.2652

Summary:
- Energy above the lowest of the compared OMol25 structures with the same formula, charge and spin: 1.474 eV
- Kohn-Sham gap: 4.97 eV
- Highest occupied orbital energy: 0.94 eV
- SMILES: C[C@@H](CC[S-])S[C@]1(C)O[P@@]1(=O)[O-]
- LUMO: 5.90 eV
- Total charge: -2



Q: energy above the lowest of the compared OMol25 structures with the same formula, charge and spin of number 2 (C4H5BrN2O2S)?
A: 4.144 eV